(1)
18
Properties=species:S:1:pos:R:3:forces:R:3 method="wB97M-V/def2-TZVPD" energy_ev=-25348.151 de_lowest_ev=1.114 lumo_ha=0.0125 smiles="O=C(SO)[C@@H](O)[C@@H](O)CO" orbital_gap_ev=9.587
C -1.75908 -0.64647 0.19728 1.61 -1.21 -0.38
C 2.14486 0.09583 -0.05768 -2.22 0.73 -1.72
C -0.21284 -0.81645 0.39658 0.04 -0.94 -0.35
C 0.58757 0.32407 -0.32561 0.42 -1.25 -0.90
O -3.81253 0.82097 -0.29637 0.62 0.72 0.03
O -2.47515 -1.63585 0.05327 0.37 1.80 0.23
O 2.79435 1.27791 0.16893 1.56 3.34 0.57
O 0.19055 -2.15545 0.00345 3.06 3.32 2.26
O 0.19643 1.53928 0.26654 1.46 0.89 0.63
S -2.14567 1.03389 0.02353 -3.31 -0.87 -0.12
H 2.56334 -0.44328 -0.88253 0.31 -0.79 -0.12
H 2.23389 -0.30893 0.90747 0.07 -1.63 0.90
H 0.01860 -0.76208 1.46628 -0.13 0.28 -0.03
H 0.28635 0.29884 -1.46563 0.77 0.24 2.03
H -4.16191 -0.07969 -0.18544 0.78 -0.06 0.13
H 3.04397 1.96238 -0.49462 -0.71 -1.55 -0.01
H -0.48569 -2.51350 -0.46409 -3.40 -1.83 -2.21
H 0.99298 2.00854 0.68864 -1.30 -1.20 -0.92

***

(2)
20
Properties=species:S:1:pos:R:3:forces:R:3 method="wB97M-V/def2-TZVPD" energy_ev=-35140.756 de_lowest_ev=0.000 lumo_ha=0.0148 smiles="CP(O)[C@@H]1OC(=O)O[C@H]1P(O)O" orbital_gap_ev=9.331
C -1.52787 1.07152 -2.20966 1.26 -0.14 -0.12
P -0.68041 1.91870 -0.82176 -1.09 1.54 0.40
O 0.85523 2.19171 -1.40287 -0.41 -0.74 0.25
C -0.43046 0.70580 0.57352 1.54 0.94 -1.12
O 0.41299 1.45481 1.51879 -0.41 -0.26 0.31
C 0.83732 0.50625 2.40479 -1.69 -1.22 -3.93
O 1.25852 0.68921 3.44355 1.98 1.18 4.75
O 0.66906 -0.74692 1.86587 0.42 0.65 -0.36
C 0.48736 -0.46807 0.41953 -0.55 -2.27 1.96
P -0.22293 -2.05304 -0.32140 -0.85 -0.32 -1.23
O -0.89407 -2.83864 0.95010 1.01 0.36 -0.23
O 1.17811 -2.89929 -0.61638 -0.22 1.01 0.67
H -1.59849 1.81600 -3.00134 0.00 0.18 0.06
H -0.90470 0.26681 -2.60468 -0.36 -0.28 0.00
H -2.54141 0.76285 -1.97627 0.06 -0.21 0.29
H 1.18937 2.91193 -0.85283 0.17 0.00 -0.22
H -1.33257 0.51720 1.15186 -0.39 -0.51 -0.59
H 1.52007 -0.25532 0.14207 -0.32 0.49 -1.06
H -0.18355 -3.13877 1.54250 -0.35 0.08 0.28
H 1.90843 -2.41272 -0.20537 0.21 -0.49 -0.10

***

(3)
20
Properties=species:S:1:pos:R:3:forces:R:3 method="wB97M-V/def2-TZVPD" energy_ev=-23289.390 de_lowest_ev=3.216 lumo_ha=-0.3890 total_charge=+1 orbital_gap_ev=3.665
Tl 1.44913 2.15103 1.05977 0.46 -1.94 0.26
O 1.05891 1.60936 3.71527 0.21 0.26 -2.03
H 1.29966 2.36973 4.27955 0.08 0.18 -0.16
O 4.08008 0.02425 -2.34372 -0.32 0.59 0.57
C 3.46509 0.80451 -1.44803 0.51 0.58 2.71
O 2.23744 0.97637 -1.52496 -2.44 0.19 -0.63
O 4.09413 1.26632 -0.45457 0.92 0.22 0.14
H 3.29121 -0.32528 -2.76457 0.04 -0.63 -1.09
C -0.42444 -0.89318 -2.00284 1.23 1.60 -0.23
O -1.55654 -0.97110 -1.20777 -0.86 -1.58 -1.18
C -1.63901 -0.42704 -0.05601 0.47 -0.71 1.98
O -0.80907 0.27075 0.53070 -0.13 0.48 -0.15
O -2.73209 -0.95491 0.44484 -0.92 0.38 1.28
C -3.18708 -0.83939 1.80175 -0.93 -0.03 0.48
H -0.27108 -1.75231 -2.65590 -0.73 0.07 0.11
H 0.45707 -0.80382 -1.36798 0.08 0.18 -0.12
H -0.63229 0.04478 -2.51775 1.05 -0.17 -0.81
H -2.58263 -1.35078 2.55090 0.58 0.21 -0.41
H -4.14256 -1.36324 1.82901 0.10 -0.13 -0.37
H -3.45595 0.16387 2.13233 0.61 0.25 -0.34